1.
One molecule with the formula C4H8OS in a non-equilibrium geometry. Source: the Open Molecules 2025 dataset; level of theory: ωB97M-V/def2-TZVPD.

The max |F| comes out at 0.1035 Eh/bohr. The energy above the lowest of the compared OMol25 structures with the same formula, charge and spin is 399.0 kJ/mol. For the lowest unoccupied orbital energy, the calculation gives 0.7 eV. The calculation puts the gap between HOMO and LUMO at 0.358 hartree. The structure (SMILES) is C=C[C@H](S)CO. For the highest occupied orbital energy, the calculation gives -9.064 eV.

Last column: Mulliken charge in e.
Positions of all 14 atoms, in Å:
C (-1.6319, 1.4579, -0.1799)  -0.568
H (-0.3060, -1.0278, -1.4596)  0.233
H (1.5678, 0.8093, -1.1928)  0.170
C (-0.4112, -1.1078, -0.1846)  -0.474
H (0.4438, 2.2631, 0.3178)  0.321
H (-2.5847, 0.7071, -0.2984)  0.268
H (-0.1530, -2.1337, 0.0805)  0.334
C (0.3562, -0.0810, 0.5573)  0.305
H (-2.4578, -1.7815, -0.4901)  0.326
C (-0.2317, 1.3223, 0.1656)  -0.565
H (-1.7483, 2.6670, -0.3673)  0.178
O (-1.8897, -1.1044, 0.1387)  -0.579
H (0.3093, -0.2562, 1.6236)  0.324
S (1.9724, -0.1225, -0.0921)  -0.274

Cartesian forces (eV/Å) of the 2 atoms listed first:
2.6 3.1 0.2
-0.1 0.1 3.8


2.
One molecule with the formula C4H11NS in a non-equilibrium geometry. Source: the Open Molecules 2025 dataset; level of theory: ωB97M-V/def2-TZVPD.

The max |F| comes out at 0.0432 Eh/bohr. The energy above the lowest of the compared OMol25 structures with the same formula, charge and spin is 92.5 kJ/mol. For the lowest unoccupied orbital energy, the calculation gives 1.0 eV. The calculation puts the gap between HOMO and LUMO at 0.351 hartree. The structure (SMILES) is CSCCCN. For the highest occupied orbital energy, the calculation gives -8.505 eV.

Last column: Mulliken charge in e.
Positions of all 17 atoms, in Å:
N (0.7394, -1.2456, -2.7165)  -0.527
H (1.6671, 0.9629, 0.8115)  0.234
C (0.8742, 1.6094, 1.2395)  -0.848
C (0.8293, -0.8716, -1.3017)  -0.280
H (1.7918, -1.2879, -0.9566)  0.317
H (1.3954, -1.9543, -2.9937)  0.186
C (-0.3905, -1.1493, -0.4515)  -0.727
H (0.8310, 2.4181, 0.5020)  0.325
H (-0.1824, -1.1011, -3.0687)  0.179
H (-0.1695, -1.6951, 0.4803)  0.297
H (1.3618, 1.9779, 2.1363)  0.331
S (-0.6023, 0.7556, 1.6935)  -0.083
H (1.1249, 0.1947, -1.2734)  0.182
H (-2.1990, -0.2731, 0.1375)  0.309
H (-1.1461, 0.9842, -0.5798)  0.334
C (-1.1719, 0.0756, 0.0307)  -0.683
H (-1.0560, -1.8695, -0.9514)  0.455

Cartesian forces (eV/Å) of the 2 atoms listed first:
0.4 0.8 1.4
-0.6 -0.2 0.2


Repeat the first record exactly.
One molecule with the formula C4H8OS in a non-equilibrium geometry. Source: the Open Molecules 2025 dataset; level of theory: ωB97M-V/def2-TZVPD.

The max |F| comes out at 0.1035 Eh/bohr. The energy above the lowest of the compared OMol25 structures with the same formula, charge and spin is 399.0 kJ/mol. For the lowest unoccupied orbital energy, the calculation gives 0.7 eV. The calculation puts the gap between HOMO and LUMO at 0.358 hartree. The structure (SMILES) is C=C[C@H](S)CO. For the highest occupied orbital energy, the calculation gives -9.064 eV.

Last column: Mulliken charge in e.
Positions of all 14 atoms, in Å:
C (-1.6319, 1.4579, -0.1799)  -0.568
H (-0.3060, -1.0278, -1.4596)  0.233
H (1.5678, 0.8093, -1.1928)  0.170
C (-0.4112, -1.1078, -0.1846)  -0.474
H (0.4438, 2.2631, 0.3178)  0.321
H (-2.5847, 0.7071, -0.2984)  0.268
H (-0.1530, -2.1337, 0.0805)  0.334
C (0.3562, -0.0810, 0.5573)  0.305
H (-2.4578, -1.7815, -0.4901)  0.326
C (-0.2317, 1.3223, 0.1656)  -0.565
H (-1.7483, 2.6670, -0.3673)  0.178
O (-1.8897, -1.1044, 0.1387)  -0.579
H (0.3093, -0.2562, 1.6236)  0.324
S (1.9724, -0.1225, -0.0921)  -0.274

Cartesian forces (eV/Å) of the 2 atoms listed first:
2.6 3.1 0.2
-0.1 0.1 3.8


Look up the lowest unoccupied orbital energy of the second one.
1.0 eV


Which formula does entry 2 have?
C4H11NS